10
Properties=species:S:1:pos:R:3 method="wB97M-V/def2-TZVPD" lumo_ev=0.5816 smiles=N#CCCO de_lowest_kcal_mol=15.6 total_charge=0 largest_force_ev_per_a=1.86 mol_weight_da=71.08 orbital_gap_ev=11.58 homo_energy_ev=-11.00 spin_multiplicity=1 total_energy_ev=-6728.8977
N -2.562 -0.888 -0.192
C -1.599 -0.264 -0.010
C -0.433 0.610 0.197
C 0.862 0.016 -0.399
O 1.074 -1.287 0.036
H -0.593 1.576 -0.281
H -0.313 0.826 1.268
H 0.791 0.024 -1.505
H 1.703 0.691 -0.144
H 1.069 -1.304 1.029

***

10
Properties=species:S:1:pos:R:3 method="wB97M-V/def2-TZVPD" lumo_ev=-0.2942 smiles="[H]/N=C(/C)C=O" de_lowest_kcal_mol=23.1 total_charge=0 largest_force_ev_per_a=2.75 mol_weight_da=71.08 orbital_gap_ev=9.76 homo_energy_ev=-10.05 spin_multiplicity=1 total_energy_ev=-6728.5706
H -1.995 -0.115 -0.954
N -1.226 -0.786 -0.784
C -0.275 -0.171 -0.166
C 0.999 -0.851 0.222
C -0.468 1.331 0.233
O -1.452 1.917 -0.170
H 1.126 -0.802 1.307
H 0.984 -1.899 -0.087
H 1.842 -0.346 -0.258
H 0.466 1.723 0.657

***

10
Properties=species:S:1:pos:R:3 method="wB97M-V/def2-TZVPD" lumo_ev=0.9289 smiles="O=CN1CC1" de_lowest_kcal_mol=54.8 total_charge=0 largest_force_ev_per_a=5.59 mol_weight_da=71.08 orbital_gap_ev=10.45 homo_energy_ev=-9.52 spin_multiplicity=1 total_energy_ev=-6727.1943
O -2.497 0.428 -0.121
C -1.669 -0.445 0.009
N -0.297 -0.148 -0.178
C 1.139 -0.427 -0.083
C 0.590 0.870 0.058
H -1.782 -1.623 0.384
H 1.546 -0.946 0.728
H 1.523 -0.684 -1.056
H 0.926 1.578 -0.775
H 0.521 1.398 1.034

***

10
Properties=species:S:1:pos:R:3 method="wB97M-V/def2-TZVPD" lumo_ev=0.9393 smiles="[O-]/C=C1/C[NH2+]1" de_lowest_kcal_mol=88.3 total_charge=0 largest_force_ev_per_a=1.07 mol_weight_da=71.08 orbital_gap_ev=9.80 homo_energy_ev=-8.86 spin_multiplicity=1 total_energy_ev=-6725.7439
O 1.519 0.234 1.409
C 1.305 -0.474 0.430
C 0.410 -0.196 -0.663
C -1.019 -0.363 -0.451
N -0.660 1.035 -0.135
H 1.860 -1.417 0.274
H -1.713 -0.452 -1.285
H -1.353 -0.893 0.442
H 0.018 1.341 -0.855
H -0.366 1.185 0.836

***

10
Properties=species:S:1:pos:R:3 method="wB97M-V/def2-TZVPD" lumo_ev=1.0974 smiles="C=CN1CO1" de_lowest_kcal_mol=101.4 total_charge=0 largest_force_ev_per_a=5.53 mol_weight_da=71.08 orbital_gap_ev=10.05 homo_energy_ev=-8.95 spin_multiplicity=1 total_energy_ev=-6725.1742
C 1.655 -0.038 0.355
C 0.597 0.775 0.287
N -0.510 0.556 -0.632
C -1.333 -0.511 -0.507
O -1.810 0.731 -0.180
H 2.387 -0.034 1.080
H 1.599 -0.904 -0.225
H 0.397 1.793 0.808
H -1.705 -1.017 -1.355
H -1.278 -1.351 0.368

***

10
Properties=species:S:1:pos:R:3 method="wB97M-V/def2-TZVPD" lumo_ev="1.0266 / -2.5499" de_lowest_kcal_mol=71.3 s_squared=2.008 total_charge=0 largest_force_ev_per_a=3.82 mol_weight_da=71.08 orbital_gap_ev="6.95 / 7.84" homo_energy_ev="-5.92 / -10.39" spin_multiplicity=3 total_energy_ev=-6722.1418
C -0.265 -0.660 -0.331
C 0.410 -1.804 -1.123
C -0.027 1.279 1.044
N 0.707 -0.608 -1.521
O 0.069 -0.106 0.906
H -1.228 -0.243 -0.775
H 0.410 -2.795 -1.319
H 0.011 1.836 0.004
H 0.879 1.564 1.714
H -0.964 1.537 1.400

***

11
Properties=species:S:1:pos:R:3 method="wB97M-V/def2-TZVPD" lumo_ev=0.8985 de_lowest_kcal_mol=87.3 total_charge=0 largest_force_ev_per_a=2.34 mol_weight_da=87.08 orbital_gap_ev=10.22 homo_energy_ev=-9.32 spin_multiplicity=1 total_energy_ev=-8773.9082
C -1.626 0.133 -1.155
N -1.245 0.699 0.129
C -0.170 0.367 0.675
O 0.667 -0.587 0.107
C 1.903 -0.806 0.467
O 2.406 0.019 1.382
H -1.783 0.959 -1.854
H -2.588 -0.374 -1.031
H -0.903 -0.570 -1.583
H 0.166 0.759 1.630
H 3.174 -0.598 1.233

***

11
Properties=species:S:1:pos:R:3 method="wB97M-V/def2-TZVPD" lumo_ev=0.2511 de_lowest_kcal_mol=100.4 total_charge=0 largest_force_ev_per_a=5.81 mol_weight_da=87.08 orbital_gap_ev=11.42 homo_energy_ev=-11.17 spin_multiplicity=1 total_energy_ev=-8773.3427
C 0.883 -0.094 0.579
C -0.373 0.263 -0.315
C -1.466 -0.759 -0.205
H 1.926 -0.293 -1.249
H 0.468 -0.946 1.524
H 1.415 0.911 1.040
H -0.002 0.243 -1.351
H -1.652 1.647 0.593
N -2.169 -1.640 -0.022
O 1.852 -0.978 -0.363
O -0.882 1.646 -0.229